Entry 1:
DFT (the ωB97M-V functional and the def2-TZVPD basis) results for C19H58FN14NbO30PS as an isolated structure at a distorted geometry.

Structure (XYZ):
```
125
Properties=species:S:1:pos:R:3
C 0.6687 -1.8093 2.0462
C 1.5847 -0.7320 1.3481
P 0.6626 0.7538 0.6451
C -1.1658 0.3623 0.4488
C -2.1675 1.5403 0.6743
Nb 1.1994 2.8842 1.9054
F 1.7347 4.7174 2.7748
C 3.4414 2.3233 1.8515
S 4.0365 1.7680 0.2156
O 5.5182 1.5390 0.3277
O 3.7698 2.7867 -0.8670
H 0.3640 -1.5059 3.0741
H 1.3042 -2.7244 2.1799
H -0.1942 -2.1381 1.4265
H 2.3942 -0.4565 2.0718
H 2.1180 -1.2611 0.5144
H -1.3045 0.0257 -0.6177
H -1.4955 -0.5119 1.0665
H -2.4144 1.5473 1.7678
H -1.7423 2.5162 0.3915
H -3.1301 1.3795 0.1179
H 1.3153 3.7458 0.2863
H -0.5269 3.3533 2.1455
H 1.1200 2.0430 3.5400
H 4.0239 3.2136 2.2026
H 3.6772 1.5008 2.5758
H 3.4725 0.5884 -0.2251
C -1.9125 -1.1659 6.1111
N -1.9891 -1.3847 4.6432
O -1.6425 -2.4685 4.2178
O -2.3922 -0.4592 3.9757
H -1.5424 -2.0600 6.5715
H -1.2357 -0.3307 6.2795
H -2.9182 -0.9364 6.4574
C -1.1860 5.1789 -2.6698
N -1.3245 4.4124 -1.4060
O -0.3475 3.7952 -1.0218
O -2.4043 4.4678 -0.8500
H -0.1779 5.0431 -3.0509
H -1.9219 4.7902 -3.3701
H -1.3744 6.2251 -2.4410
C 2.2967 1.2666 -3.0956
N 1.5760 0.0415 -3.5374
O 1.0562 -0.6446 -2.6829
O 1.5581 -0.1935 -4.7299
H 2.2264 1.3454 -2.0140
H 3.3328 1.1652 -3.4101
H 1.8213 2.1193 -3.5740
C -0.7459 -2.8810 -4.4940
N -2.0628 -2.2205 -4.6753
O -2.3504 -1.8325 -5.7890
O -2.7667 -2.1114 -3.6951
H -0.2328 -2.9054 -5.4504
H -0.1835 -2.2960 -3.7685
H -0.9320 -3.8888 -4.1294
C 4.2882 5.9804 -2.2969
N 3.2994 6.8508 -2.9853
O 2.2412 6.3548 -3.3087
O 3.6212 8.0044 -3.1782
H 3.8669 4.9837 -2.1923
H 5.1867 5.9590 -2.9092
H 4.4868 6.4177 -1.3217
C -5.1095 -1.3355 -0.9168
N -5.6489 -0.0733 -0.3494
O -5.2449 0.9684 -0.8130
O -6.4610 -0.1777 0.5470
H -4.3997 -1.0896 -1.7013
H -4.6218 -1.8750 -0.1082
H -5.9494 -1.8999 -1.3155
C 8.6064 1.9777 0.4885
N 9.5812 0.8625 0.3850
O 10.2957 0.6420 1.3436
O 9.6006 0.2399 -0.6557
H 8.7055 2.4367 1.4671
H 8.8404 2.6906 -0.2986
H 7.6090 1.5591 0.3577
C -2.3608 -1.9633 10.5361
N -2.2832 -2.3458 9.1036
O -3.2496 -2.8877 8.6140
O -1.2511 -2.0859 8.5213
H -3.3330 -2.2547 10.9214
H -1.5637 -2.4873 11.0578
H -2.2277 -0.8856 10.5948
C 11.3697 -2.1798 0.9400
N 11.3435 -3.3526 1.8523
O 11.5435 -4.4481 1.3682
O 11.1230 -3.1331 3.0231
H 11.5769 -2.5280 -0.0671
H 10.3979 -1.7024 0.9901
H 12.1527 -1.5115 1.2872
C -4.8808 -0.1033 -5.9539
N -5.8873 0.7623 -6.6219
O -6.9466 0.2573 -6.9314
O -5.5776 1.9179 -6.8130
H -5.2922 -1.1020 -5.8505
H -3.9926 -0.1154 -6.5780
H -4.6700 0.3300 -4.9790
C -5.7214 2.3621 3.2806
N -4.7626 2.6422 4.3801
O -5.1126 2.3778 5.5163
O -3.6994 3.1126 4.0617
H -6.6277 1.9438 3.7073
H -5.9280 3.3039 2.7784
H -5.2482 1.6531 2.6052
C 3.7333 -5.4812 1.4807
N 2.7414 -4.6194 0.7900
O 1.6891 -5.1252 0.4650
O 3.0578 -3.4666 0.6016
H 3.3172 -6.4789 1.5808
H 4.6341 -5.4960 0.8720
H 3.9251 -5.0415 2.4566
C -8.6685 -2.8752 2.7537
N -7.9168 -3.1554 1.5053
O -6.7126 -3.2250 1.5831
O -8.5681 -3.2935 0.4921
H -7.9605 -2.7759 3.5707
H -9.2186 -1.9496 2.6030
H -9.3427 -3.7110 2.9243
C -2.8422 -2.0693 -9.5896
N -1.8592 -3.1741 -9.7231
O -1.1382 -3.3933 -8.7768
O -1.8505 -3.7784 -10.7740
H -2.7333 -1.6258 -8.6040
H -2.6256 -1.3423 -10.3684
H -3.8341 -2.4968 -9.7150
```

Output
Kohn-Sham gap	5.46	eV
ΔE to the lowest compared entry with this formula, charge and spin	152.2	kJ/mol
highest occupied orbital energy	-4.368	eV
total charge	-1

These are the Mulliken partial charges, in e, on atoms 1 to 2: atom 1 (C): -1.077, atom 2 (C): -0.160

Entry 2:
DFT (the ωB97M-V functional and the def2-TZVPD basis) results for C19H58N2NaO15SV as an isolated structure at a distorted geometry.

Structure (XYZ):
```
97
Properties=species:S:1:pos:R:3
V -0.0880 -0.8565 -0.3177
Na 2.9989 1.8545 -2.2634
S 0.2276 1.9183 -0.2380
O 1.0803 0.9352 -0.8931
O -0.4153 2.7033 -1.2386
O -0.6903 1.0476 0.4504
O 0.9724 2.7712 0.7129
C -4.7638 -0.6632 3.6634
O -3.3404 -0.7653 3.7789
H -5.2603 -1.5414 4.0762
H -5.1017 0.2548 4.1443
H -5.1178 -0.6196 2.6334
H -2.9224 0.0019 3.3810
C -3.5495 2.2766 1.6398
O -2.6425 1.3192 2.1689
H -3.7128 1.8689 0.6422
H -4.4619 2.2903 2.2360
H -3.1374 3.2818 1.5522
H -1.8360 1.3680 1.6505
C 1.7665 2.7209 3.7910
O 0.8032 1.9279 3.2292
H 1.5133 3.7766 3.6939
H 2.0929 2.3897 4.7769
H 2.6580 2.6226 3.1716
H 0.6482 2.2482 2.3376
C 3.6994 4.2408 0.7450
O 3.3344 3.0531 0.1198
H 3.2393 5.1332 0.3206
H 3.3273 4.2242 1.7694
H 4.7681 4.4321 0.8415
H 2.4253 2.8203 0.3224
C 4.0381 -1.5827 -3.7271
O 4.0495 -0.9599 -2.4435
H 4.9136 -1.2455 -4.2819
H 4.3148 -2.6368 -3.7442
H 3.1072 -1.4599 -4.2808
H 4.4478 -0.0917 -2.5396
C -3.0045 4.5614 -1.9673
O -2.1354 3.8737 -2.8566
H -3.6832 5.0924 -2.6347
H -3.6223 3.9559 -1.3041
H -2.4247 5.2649 -1.3698
H -1.5798 3.3298 -2.2936
C 1.4629 5.2456 -1.9727
O 1.3803 4.0476 -2.6527
H 0.7882 6.0233 -2.3306
H 1.2002 5.1969 -0.9159
H 2.4712 5.6589 -1.9987
H 0.5572 3.6301 -2.3886
C -0.2399 0.0616 -3.6465
O -0.2759 -0.9604 -2.6461
C -0.3090 -2.2732 -3.1956
C -0.4446 -3.3514 -2.0911
N 0.4114 -3.0484 -0.9202
C 1.8648 -2.9188 -1.2278
C 2.6361 -2.3648 0.0107
O 2.0374 -1.1494 0.4064
C 2.7134 -0.3603 1.4047
H -0.0505 1.0411 -3.2074
H -1.1753 0.0744 -4.2060
H 0.5758 -0.1844 -4.3264
H 0.4964 -2.6097 -3.8484
H -1.1767 -2.2861 -3.8552
H -0.1689 -4.3195 -2.5091
H -1.4948 -3.4336 -1.8114
H 0.2726 -3.7353 -0.1928
H 2.0340 -2.1453 -1.9770
H 2.3599 -3.8137 -1.6047
H 3.6660 -2.1928 -0.3020
H 2.5648 -3.0536 0.8525
H 2.7153 -0.8079 2.3986
H 2.2509 0.6218 1.5039
H 3.7642 -0.1679 1.1883
C -3.0600 0.0817 -1.5404
O -2.2552 -0.8095 -0.6823
C -2.9775 -1.5165 0.2905
C -2.1155 -2.2796 1.2635
N -0.8882 -1.6498 1.6730
C -0.1999 -2.4352 2.7449
C -0.1042 -4.0084 2.5518
O 0.6833 -4.3811 1.4690
C 1.0422 -5.7541 1.5245
H -2.4760 0.7584 -2.1641
H -3.8341 0.6423 -1.0164
H -3.5490 -0.6420 -2.1925
H -3.6518 -2.2293 -0.1842
H -3.6668 -0.8374 0.7923
H -1.8121 -3.2383 0.8429
H -2.7969 -2.5758 2.0610
H -1.1259 -0.8314 2.2151
H -0.6802 -2.3435 3.7191
H 0.7957 -2.0331 2.9328
H -1.0588 -4.5307 2.4886
H 0.3554 -4.4556 3.4332
H 1.6067 -6.0446 2.4105
H 1.6663 -5.9421 0.6508
H 0.2784 -6.5052 1.3236
```

Output
Kohn-Sham gap (alpha / beta)	6.65 / 8.25	eV
2S+1	4
highest occupied orbital energy (alpha / beta)	-9.749 / -11.348	eV
total charge	+1

These are the Mulliken partial charges, in e, on atoms 1 to 2: atom 1 (V): 0.550, atom 2 (Na): 0.832

Entry 3:
DFT (the ωB97M-V functional and the def2-TZVPD basis) results for a 12-piece molecular cluster, C19H63NO12P overall at a distorted geometry.

Structure (XYZ):
```
96
Properties=species:S:1:pos:R:3
C 0.1850 2.8377 -0.0238
C -0.2770 2.1997 1.2727
C 0.1199 3.1559 2.3813
C -1.7794 1.9023 1.3791
C -2.6322 2.5585 0.3182
C -2.1018 0.3861 1.4187
O -1.0568 -0.4359 1.0526
N -1.5949 -1.4395 0.0521
P -0.3699 -2.0791 -0.7915
C 0.5964 -0.6580 -1.5367
C 0.9097 -2.6402 0.4345
H 1.2575 2.7473 -0.0689
H -0.0626 3.8847 -0.0182
H -0.2281 2.3655 -0.8953
H 0.2966 1.2973 1.4182
H -0.4655 4.0628 2.3318
H -0.0374 2.6954 3.3446
H 1.1705 3.3885 2.3259
H -2.1156 2.3219 2.3181
H -3.6672 2.4410 0.5915
H -2.4769 2.0592 -0.6247
H -2.4323 3.6169 0.2222
H -2.9138 0.1951 0.7277
H -2.4952 0.1250 2.4080
H 0.3758 -0.6548 -2.5913
H 1.6625 -0.7850 -1.4142
H 0.2694 0.2575 -1.0837
H 0.6489 -3.6473 0.7042
H 0.9312 -2.0018 1.3047
H 1.8818 -2.6593 -0.0388
C 4.3630 -0.8345 1.8128
O 3.7066 -0.7130 0.5532
H 5.3424 -1.2728 1.6391
H 4.4866 0.1354 2.2898
H 3.7857 -1.4922 2.4713
H 2.8311 -0.3370 0.7146
C 2.7380 4.1682 -2.0849
O 1.6741 5.0187 -2.5317
H 2.3641 3.1497 -2.0665
H 3.5807 4.2232 -2.7812
H 3.0642 4.4424 -1.0844
H 2.0099 5.9216 -2.5423
C 1.6884 -0.0206 4.2809
O 2.7279 0.9211 4.0011
H 0.9427 0.0745 3.4969
H 2.0705 -1.0449 4.2761
H 1.2148 0.1852 5.2454
H 3.3992 0.8331 4.6874
C 3.8018 -4.5225 2.3603
O 3.6598 -4.0868 3.7148
H 3.6121 -3.6671 1.7189
H 4.8165 -4.8897 2.1786
H 3.0781 -5.3047 2.1221
H 3.8196 -4.8451 4.2874
C -0.5027 0.1210 -5.9024
O 0.8358 0.1202 -5.4096
H -1.1566 -0.0244 -5.0473
H -0.7489 1.0714 -6.3823
H -0.6626 -0.6904 -6.6157
H 1.4317 0.2451 -6.1565
C -5.7464 -0.7409 1.6943
O -5.8075 0.6168 2.1577
H -6.1826 -0.7672 0.6989
H -4.7089 -1.0765 1.6353
H -6.3112 -1.4003 2.3535
H -5.4058 0.6370 3.0333
C 7.9662 -1.1166 3.1936
O 7.1247 0.0276 3.2759
H 7.7250 -1.6248 2.2644
H 9.0237 -0.8369 3.1769
H 7.7886 -1.8044 4.0246
H 7.3286 0.4871 4.0988
C -7.8848 -4.1564 1.5959
O -7.2924 -3.4804 2.7050
H -7.1548 -4.1672 0.7969
H -8.1439 -5.1880 1.8531
H -8.7783 -3.6358 1.2484
H -7.9310 -3.4617 3.4267
C -8.2559 -5.1774 -2.4334
O -8.4081 -4.1001 -1.5166
H -8.9915 -5.9319 -2.1667
H -8.4382 -4.8575 -3.4628
H -7.2586 -5.6194 -2.3682
H -7.7565 -3.4253 -1.7433
C 4.9742 5.2935 1.5173
O 4.8280 4.2527 0.5627
H 4.3754 6.1326 1.1720
H 4.6099 4.9866 2.5014
H 6.0163 5.6173 1.6038
H 5.3472 3.4953 0.8600
C -0.3680 1.2490 -9.6734
O -1.4820 0.6009 -9.0740
H 0.4074 1.3186 -8.9152
H 0.0209 0.6784 -10.5215
H -0.6218 2.2591 -10.0063
H -2.1811 0.5334 -9.7345
```

Output
Kohn-Sham gap	4.53	eV
highest occupied orbital energy	-2.455	eV
total charge	-1

These are the Mulliken partial charges, in e, on atoms 1 to 2: atom 1 (C): -2.596, atom 2 (C): 2.525

Among the records above, which one has the highest total charge?
C19H58N2NaO15SV